(1)
A structure of composition C13H11BN5O5Pt at a distorted geometry. Source: OMol25; level of theory: ωB97M-V/def2-TZVPD.

## Properties
Highest occupied orbital energy ... -0.1705 Eh
E_tot ... -1296.29710 Eh
LUMO ... 2.47 eV
Charge ... -1
Gap between HOMO and LUMO ... 7.1 eV

Last column: Mulliken charge in e.
CARTESIAN COORDINATES (ANGSTROEM)
Pt  0.46  0.56  0.80  0.8720
O  -2.84  -4.18  2.48  -0.5394
C  -2.10  -3.08  2.19  1.2003
C  -2.63  -1.80  2.24  -0.4103
C  -1.82  -0.74  1.92  -0.0818
N  -0.54  -0.94  1.58  0.0355
C  -0.01  -2.17  1.55  0.1172
C  -0.76  -3.27  1.86  -0.5773
C  1.47  -2.24  1.20  0.3522
O  1.99  -3.35  1.24  -0.7360
O  1.99  -1.12  0.90  -0.7288
C  -2.28  0.71  1.96  0.3022
O  -3.41  0.91  2.40  -0.7380
O  -1.43  1.54  1.51  -0.6955
H  -3.74  -3.91  2.69  0.2877
H  -3.66  -1.59  2.52  0.4601
H  -0.30  -4.25  1.83  0.5564
B  1.28  1.95  -2.55  -0.0725
N  1.77  2.51  -1.14  0.3099
C  2.55  3.60  -1.10  -0.2643
C  2.82  3.93  0.21  -0.8813
C  2.14  2.96  0.95  0.1000
N  1.52  2.12  0.12  -0.4659
N  0.40  0.66  -2.47  0.1189
C  -0.03  0.00  -3.56  -0.3175
C  -0.83  -1.05  -3.15  -0.9396
C  -0.82  -0.96  -1.76  -0.0901
N  -0.09  0.08  -1.36  -0.2593
H  2.28  1.68  -3.19  -0.1025
H  0.64  2.83  -3.09  -0.1131
H  2.86  4.07  -2.02  0.4007
H  3.41  4.75  0.58  0.3580
H  2.07  2.82  2.01  0.4399
H  0.26  0.33  -4.55  0.4010
H  -1.33  -1.78  -3.77  0.3702
H  -1.31  -1.58  -1.02  0.3313

=====

(2)
A cluster of 2 separate species, C3H13N3 in total at a distorted geometry. Source: OMol25; level of theory: ωB97M-V/def2-TZVPD.

## Properties
Highest occupied orbital energy ... -0.3122 Eh
E_tot ... -286.22287 Eh
LUMO ... 0.90 eV
Gap between HOMO and LUMO ... 9.4 eV
SMILES ... CNNN.CC

Last column: Mulliken charge in e.
CARTESIAN COORDINATES (ANGSTROEM)
C  -0.07  -1.75  -1.09  -0.7421
N  0.63  -0.53  -1.48  -0.3545
N  1.84  -0.28  -0.63  -0.2232
N  1.77  1.14  -0.57  -0.7248
H  -0.97  -1.87  -1.69  0.2943
H  -0.31  -1.66  -0.03  0.2149
H  0.54  -2.65  -1.22  0.3410
H  0.89  -0.59  -2.47  0.2194
H  2.68  -0.61  -1.09  0.2845
H  2.17  1.55  -1.43  0.2574
H  0.59  0.93  -0.95  0.3952
C  -0.70  0.51  2.07  -0.8016
C  -1.73  1.07  1.10  -0.7562
H  -0.94  -0.53  2.33  0.2455
H  -0.68  1.09  2.99  0.3378
H  0.29  0.54  1.63  0.2625
H  -2.74  1.05  1.52  0.3399
H  -1.50  2.11  0.85  0.2452
H  -1.75  0.50  0.17  0.1649

=====

(3)
A structure of composition C65H69ClGe2IrNO4S4 at a distorted geometry. Source: OMol25; level of theory: ωB97M-V/def2-TZVPD.

## Properties
Highest occupied orbital energy (alpha / beta) ... -0.2840 / -0.2850 Eh
E_tot ... -9185.37692 Eh
LUMO (alpha / beta) ... -0.89 / -0.91 eV
Gap between HOMO and LUMO (alpha / beta) ... 6.8 / 6.8 eV

Last column: Mulliken charge in e.
CARTESIAN COORDINATES (ANGSTROEM)
Ir  0.36  0.39  0.11  3.0868
C  3.33  -1.63  5.86  -1.6076
C  4.01  -1.00  4.68  1.0446
C  4.12  -1.67  3.47  -0.9584
C  4.82  -1.12  2.39  0.5145
C  5.06  -1.95  1.16  -1.5340
C  5.36  0.17  2.51  0.9861
C  5.25  0.87  3.72  0.7957
C  5.86  2.23  3.92  -1.6009
C  4.59  0.26  4.79  -0.7831
C  6.24  0.67  1.41  -0.5770
C  7.60  0.38  1.56  -0.0304
C  8.52  0.75  0.60  -0.9854
C  8.08  1.37  -0.55  -0.2269
C  6.73  1.65  -0.75  -0.4513
C  5.81  1.34  0.26  -0.1804
Ge  3.90  1.83  0.03  0.0904
S  2.65  0.06  -0.45  -0.7869
S  3.12  3.06  1.78  -0.2822
Ge  1.85  3.97  0.14  0.3478
S  0.03  2.76  -0.20  -1.0714
S  3.38  3.47  -1.47  0.1356
C  1.25  5.85  0.41  0.3889
C  0.46  6.19  1.51  -0.6534
C  0.01  7.50  1.65  0.0024
C  0.31  8.47  0.72  -1.1673
C  1.09  8.13  -0.38  0.0060
C  1.56  6.83  -0.55  -0.8101
C  2.38  6.61  -1.77  0.3268
C  3.72  7.02  -1.77  0.6424
C  4.38  7.50  -0.51  -1.8487
C  4.42  7.01  -2.97  -0.4516
C  3.83  6.61  -4.16  0.7743
C  4.56  6.71  -5.47  -1.8405
C  2.52  6.15  -4.12  -1.1013
C  1.78  6.15  -2.95  1.8885
C  0.35  5.68  -2.95  -1.7345
C  0.03  5.28  2.62  1.4618
C  -1.28  4.78  2.62  0.3282
C  -2.20  5.02  1.45  -1.8224
C  -1.76  4.16  3.77  -0.6071
C  -0.99  4.05  4.91  0.5533
C  -1.60  3.56  6.20  -1.8021
C  0.32  4.51  4.88  -1.0060
C  0.84  5.14  3.75  0.9202
C  2.20  5.78  3.81  -1.6630
C  6.35  2.15  -2.10  0.3268
C  6.51  3.49  -2.46  1.3240
C  6.90  4.53  -1.45  -1.4574
C  6.32  3.86  -3.79  -0.6329
C  5.98  2.92  -4.76  0.6791
C  5.85  3.30  -6.22  -1.8683
C  5.77  1.61  -4.37  -1.1746
C  5.96  1.20  -3.06  0.9868
C  5.75  -0.24  -2.68  -1.3901
H  3.11  -2.68  5.66  0.3918
H  2.40  -1.13  6.10  0.2272
H  3.98  -1.58  6.74  0.3739
H  3.70  -2.66  3.37  0.4219
H  4.45  -2.85  1.17  0.4441
H  6.11  -2.25  1.11  0.3270
H  4.84  -1.40  0.25  0.2069
H  6.64  2.44  3.18  0.2901
H  6.30  2.32  4.92  0.5296
H  5.09  3.00  3.82  0.0889
H  4.56  0.78  5.74  0.4050
H  7.92  -0.14  2.46  0.4965
H  9.57  0.53  0.74  0.4397
H  8.79  1.63  -1.34  0.4955
H  -0.59  7.75  2.52  0.5345
H  -0.06  9.48  0.83  0.4366
H  1.34  8.87  -1.12  0.5164
H  3.98  6.99  0.37  0.1881
H  4.21  8.58  -0.37  0.3360
H  5.46  7.34  -0.55  0.4635
H  5.46  7.35  -2.97  0.3993
H  5.61  6.96  -5.32  0.3513
H  4.11  7.50  -6.08  0.4967
H  4.49  5.78  -6.03  0.2251
H  2.05  5.81  -5.04  0.3641
H  0.00  5.54  -3.97  0.4738
H  -0.30  6.39  -2.45  0.3276
H  0.26  4.72  -2.43  0.1442
H  -2.47  6.07  1.41  0.4914
H  -3.11  4.43  1.55  0.3771
H  -1.71  4.77  0.51  0.2139
H  -2.79  3.81  3.78  0.3921
H  -2.20  2.66  6.05  0.3255
H  -2.26  4.33  6.60  0.4516
H  -0.83  3.36  6.95  0.3499
H  0.94  4.43  5.77  0.3140
H  2.72  5.51  4.73  0.4393
H  2.10  6.87  3.77  0.3436
H  2.82  5.49  2.96  0.1821
H  6.55  4.26  -0.45  0.0825
H  6.47  5.50  -1.72  0.2004
H  7.99  4.64  -1.40  0.4328
H  6.46  4.90  -4.08  0.3271
H  6.19  4.31  -6.40  0.3838
H  4.81  3.22  -6.54  0.3355
H  6.43  2.62  -6.84  0.4498
H  5.49  0.87  -5.12  0.4373
H  5.72  -0.87  -3.57  0.5540
H  4.79  -0.37  -2.16  0.0352
H  6.54  -0.60  -2.02  0.3092
O  -2.09  0.69  -0.12  -0.5232
C  -2.74  1.38  0.96  -0.0812
C  -3.24  0.35  1.95  -1.0062
C  -2.13  -0.63  2.32  -0.8076
C  -0.98  0.01  3.04  0.9294
C  -1.07  0.24  4.40  -0.9665
C  0.02  0.74  5.09  -0.9080
C  1.19  0.99  4.40  -0.5750
C  1.21  0.74  3.04  0.5759
N  0.15  0.30  2.36  0.0123
H  -2.05  1.27  -0.89  0.2564
H  -3.59  1.96  0.58  0.5855
H  -2.04  2.07  1.43  -0.1178
H  -4.06  -0.22  1.49  0.4880
H  -3.63  0.86  2.83  0.3828
H  -1.76  -1.10  1.42  -0.6189
H  -2.54  -1.41  2.97  0.6708
H  -1.99  -0.02  4.92  0.6291
H  -0.04  0.92  6.16  0.5160
H  2.08  1.36  4.88  0.7941
H  2.13  0.88  2.48  -0.5788
C  0.99  -6.61  -2.40  -1.3528
C  0.95  -6.36  -0.92  0.8870
C  1.57  -7.21  -0.03  -0.7354
C  1.52  -6.96  1.33  0.2623
Cl  2.37  -8.02  2.43  -0.2476
C  0.82  -5.88  1.83  -1.0373
C  0.18  -5.02  0.94  -0.1739
C  0.26  -5.24  -0.43  0.5458
O  -0.29  -4.45  -1.40  -0.4350
C  -1.11  -3.33  -1.13  -1.2117
C  -0.41  -2.01  -0.74  1.1822
O  -0.36  -1.09  -1.59  -0.7369
O  0.02  -1.84  0.43  -0.8142
H  1.71  -7.39  -2.64  0.3987
H  1.26  -5.70  -2.94  0.2994
H  0.01  -6.92  -2.77  0.2863
H  2.11  -8.07  -0.40  0.3664
H  0.79  -5.69  2.89  0.4383
H  -0.34  -4.17  1.33  0.3306
H  -1.86  -3.56  -0.35  0.4018
H  -1.62  -3.13  -2.07  0.3624

=====

(4)
A structure of composition C8H19NO2P at a distorted geometry. Source: OMol25; level of theory: ωB97M-V/def2-TZVPD.

## Properties
Highest occupied orbital energy ... -0.0765 Eh
E_tot ... -862.74355 Eh
LUMO ... 2.92 eV
Charge ... -1
Gap between HOMO and LUMO ... 5.0 eV

Last column: Mulliken charge in e.
CARTESIAN COORDINATES (ANGSTROEM)
C  2.08  -0.13  1.43  -1.8077
C  1.13  -1.32  -0.50  -0.6506
C  3.66  -0.98  -0.28  -1.7711
C  -1.40  1.06  -1.39  -2.1629
C  -3.60  0.57  -0.36  -1.8915
C  -1.65  1.31  1.10  -1.3414
C  2.21  -0.30  -0.09  1.6655
C  -2.11  0.53  -0.20  1.8555
N  2.14  0.87  -0.82  -1.0172
O  -2.11  -2.05  -1.04  -0.7174
O  -1.93  -1.73  1.53  -0.6934
P  -1.71  -1.24  0.18  0.9836
H  1.14  0.26  1.70  0.3812
H  2.28  -1.05  1.83  0.4310
H  2.78  0.64  1.87  0.3267
H  1.27  -2.28  -0.07  0.5061
H  1.05  -1.32  -1.63  0.3391
H  0.06  -1.10  -0.15  -0.4638
H  3.87  -1.29  -1.25  0.5106
H  4.50  -0.33  -0.22  0.4021
H  3.73  -1.76  0.48  0.2879
H  -0.28  1.20  -1.18  0.4589
H  -1.52  0.57  -2.23  0.4940
H  -1.64  2.12  -1.46  0.5084
H  -4.01  -0.12  -1.02  0.4450
H  -3.97  1.47  -0.77  0.3945
H  -3.93  0.40  0.67  0.4384
H  -0.72  0.89  1.32  -0.0136
H  -1.60  2.32  1.09  0.4885
H  -2.32  0.99  1.82  0.4870
H  2.62  1.81  -0.39  0.1266

=====

What is the E_tot in the third record? -9185.37692 Eh